[1]
{"formula": "C5H8N", "method": "ωB97M-V/def2-TZVPD", "relative_energy_kcal_mol": 106.68, "orbital_gap_ev": 11.47, "e_tot_ev": -6793.4625, "e_homo_ha": -0.543, "charge": 1, "symbols": ["C", "C", "C", "C", "C", "N", "H", "H", "H", "H", "H", "H", "H", "H"], "positions_angstrom": [[1.54377, -0.47387, 0.02837], [0.50798, -1.26820, -0.16075], [1.23751, 0.95328, 0.02114], [-1.51480, 0.18082, 0.56394], [-0.68702, 0.70845, -0.55325], [-0.80897, -0.74040, -0.30719], [2.46617, -0.85955, 0.02636], [0.73165, -2.34954, -0.23575], [1.43866, 1.15358, 1.05364], [1.58632, 1.64528, -0.75251], [-1.26241, 0.29848, 1.62855], [-2.53660, 0.08525, 0.57983], [-0.98041, 1.40595, -1.29405], [-1.20207, -1.38268, -1.07082]], "forces_ev_per_a": [[-3.9, 1.1, -2.0], [2.6, -2.3, 1.3], [-3.4, -0.5, -1.4], [1.5, 1.1, 1.5], [3.2, 1.1, 4.3], [0.8, -1.6, -4.0], [3.5, -1.3, 0.4], [-1.1, 0.6, 0.2], [-0.6, 1.7, 0.6], [0.3, -0.4, 0.5], [0.9, -0.4, -0.6], [-2.5, -0.1, -1.0], [-0.5, -0.4, -1.2], [-0.7, 1.5, 1.6]], "nbo_charge": [-0.16, -0.08, -0.34, -0.22, -0.05, -0.40, 0.25, 0.25, 0.24, 0.26, 0.25, 0.24, 0.27, 0.48]}

---

[2]
{"formula": "C5H8N", "method": "ωB97M-V/def2-TZVPD", "relative_energy_kcal_mol": 97.58, "orbital_gap_ev": [4.29, 6.62], "e_tot_ev": -6790.3445, "e_homo_ha": [-0.345, -0.565], "spin_multiplicity": 3, "charge": 1, "symbols": ["C", "C", "C", "C", "C", "N", "H", "H", "H", "H", "H", "H", "H", "H"], "positions_angstrom": [[0.32925, -0.03921, 2.51892], [1.27760, 0.65362, 1.89182], [0.09170, -0.70270, -0.04238], [0.04615, 0.38285, 1.08034], [-0.20631, -0.05711, -1.29268], [-1.17879, -0.34175, -2.06783], [0.02917, -0.85601, 3.18421], [1.17744, -0.85539, -0.06639], [-0.43587, -1.58033, 0.24497], [-0.66792, 1.11799, 0.96049], [0.35582, 0.86527, -1.36465], [-1.80085, -1.22925, -1.86875], [2.21922, 1.16953, 1.87919], [-1.32804, 0.06379, -2.97698]], "forces_ev_per_a": [[-1.5, -1.6, -1.2], [0.0, 1.1, -1.1], [1.2, 0.4, 0.6], [2.0, -2.1, 3.5], [3.5, 2.0, 2.1], [-5.9, -3.9, -2.3], [0.4, 0.6, 0.1], [0.1, -0.8, 0.2], [-0.5, -0.8, 0.0], [-1.3, 2.2, -0.7], [-0.2, 0.1, -0.8], [1.8, 2.6, -0.7], [0.2, 0.1, 0.2], [0.2, 0.0, 0.1]], "nbo_charge": [0.08, 0.07, -0.40, -0.28, -0.08, -0.72, 0.28, 0.23, 0.24, 0.30, 0.19, 0.41, 0.27, 0.42]}

---

[3]
{"formula": "C5H8N", "method": "ωB97M-V/def2-TZVPD", "relative_energy_kcal_mol": 124.05, "orbital_gap_ev": [7.86, 9.23], "e_tot_ev": -6789.1968, "e_homo_ha": [-0.442, -0.636], "spin_multiplicity": 3, "charge": 1, "symbols": ["C", "C", "C", "C", "C", "N", "H", "H", "H", "H", "H", "H", "H", "H"], "positions_angstrom": [[0.85582, -1.14586, -0.24381], [1.70789, 0.82346, -0.03284], [-0.69235, 0.65606, 0.08611], [1.11282, -0.20336, 0.92089], [-1.89449, -0.06212, 0.23357], [0.48553, 0.21415, -0.51704], [1.72322, -1.69408, -0.81418], [0.00245, -1.85136, -0.01268], [1.88356, 1.90681, 0.12318], [2.52165, 0.44914, -0.68789], [-0.76237, 1.74892, 0.12238], [-2.74432, 0.67555, 0.44305], [-1.98980, -0.94653, 0.98353], [-2.20962, -0.57078, -0.60427]], "forces_ev_per_a": [[-0.3, -4.0, 1.5], [2.1, 1.0, 0.5], [-2.5, 4.2, -1.1], [3.8, -0.9, -2.7], [-2.7, -0.6, 2.9], [-0.1, -0.3, 0.5], [-1.6, 1.6, 1.0], [0.9, 0.9, -0.8], [-1.1, -0.7, 0.2], [-0.2, 0.0, 0.9], [0.4, -0.5, 0.0], [1.3, -1.1, 0.0], [0.5, 1.5, -0.4], [-0.6, -1.2, -2.6]], "nbo_charge": [-0.30, -0.28, 0.00, 0.41, -0.73, -0.23, 0.29, 0.28, 0.29, 0.26, 0.23, 0.28, 0.25, 0.25]}

---

[4]
{"formula": "C5H8N2", "method": "ωB97M-V/def2-TZVPD", "relative_energy_kcal_mol": 75.44, "orbital_gap_ev": 9.60, "e_tot_ev": -8291.7249, "e_homo_ha": -0.320, "smiles": "Cc1ccnn1C", "charge": 0, "symbols": ["C", "C", "C", "C", "N", "N", "C", "H", "H", "H", "H", "H", "H", "H", "H"], "positions_angstrom": [[-2.03630, -0.75385, 0.19640], [-0.82952, 0.13630, 0.03225], [-0.77274, 1.51450, -0.18598], [0.58067, 1.83284, -0.32167], [1.30280, 0.76555, -0.20152], [0.52734, -0.29587, 0.00846], [1.97452, -1.16914, 0.10665], [-2.32394, -1.21467, -0.75654], [-2.91999, -0.21773, 0.57402], [-1.81184, -1.55792, 0.90052], [-1.57532, 2.23974, -0.25665], [1.12390, 2.74483, -0.49758], [2.92670, -0.65450, -0.19712], [1.79407, -1.98488, -0.56254], [2.03965, -1.38519, 1.16131]], "forces_ev_per_a": [[0.3, -0.1, 0.0], [0.8, -0.3, 0.0], [-0.2, -0.4, 0.1], [-0.3, 0.6, -0.1], [0.5, 2.2, -0.4], [2.2, 0.7, -0.3], [-1.5, -1.2, 0.3], [0.1, 0.1, 0.1], [0.5, 0.0, -0.1], [-0.1, 0.0, 0.0], [-0.1, -0.5, 0.1], [-0.4, 0.4, 0.0], [-1.8, 0.0, 0.1], [0.0, -0.9, 0.2], [0.0, -0.6, 0.1]], "nbo_charge": [-0.64, 0.14, -0.35, -0.06, -0.32, -0.22, -0.31, 0.22, 0.23, 0.22, 0.23, 0.20, 0.25, 0.20, 0.21]}